{
  "formula": "C21H23NO6",
  "method": "the ωB97M-V functional and the def2-TZVPD basis",
  "gap_ev": 8.986,
  "lumo_energy_ha": 0.026,
  "homo_energy_ha": -0.3040,
  "relative_energy_ev": 1.508,
  "elements": ["C", "O", "C", "C", "C", "C", "C", "N", "C", "O", "C", "O", "C", "O", "C", "O", "C", "C", "C", "C", "C", "C", "O", "C", "C", "C", "C", "C", "H", "H", "H", "H", "H", "H", "H", "H", "H", "H", "H", "H", "H", "H", "H", "H", "H", "H", "H", "H", "H", "H", "H"],
  "positions_angstrom": [[-5.0973, -1.5505, 2.0748], [-5.2571, -1.5197, 0.6754], [-4.4350, -0.7202, -0.0533], [-4.6388, -0.7294, -1.4345], [-3.8491, 0.0512, -2.2533], [-2.8466, 0.8421, -1.7205], [-2.6383, 0.8498, -0.3448], [-1.5950, 1.6469, 0.1427], [-1.0695, 1.6847, 1.3856], [-1.4889, 1.1059, 2.3637], [0.1627, 2.6076, 1.4765], [1.2987, 2.1281, 0.7571], [1.3733, 2.3638, -0.5378], [0.4995, 2.8842, -1.1959], [2.7060, 1.9652, -1.1486], [3.6669, 1.5145, -0.2385], [3.7372, 0.1699, 0.0310], [4.9414, -0.2792, 0.5746], [5.1636, -1.6134, 0.8522], [4.1894, -2.5607, 0.5699], [2.9914, -2.1265, 0.0497], [2.7442, -0.7762, -0.1968], [1.4809, -0.5479, -0.6680], [0.7305, -1.7831, -0.5742], [-0.0700, -1.9414, -1.8615], [-0.1952, -1.7004, 0.6391], [1.7767, -2.9002, -0.3632], [-3.4350, 0.0753, 0.4926], [-5.8449, -2.2530, 2.4400], [-4.0999, -1.9004, 2.3578], [-5.2748, -0.5672, 2.5207], [-5.4206, -1.3531, -1.8364], [-4.0121, 0.0422, -3.3203], [-2.2237, 1.4498, -2.3601], [-1.1146, 2.1927, -0.5719], [-0.1066, 3.6055, 1.1106], [0.4805, 2.6544, 2.5193], [3.1199, 2.8668, -1.6173], [2.5051, 1.2334, -1.9402], [5.7010, 0.4606, 0.7698], [6.1072, -1.9190, 1.2762], [4.3597, -3.6094, 0.7564], [-0.7650, -1.1123, -1.9717], [-0.6344, -2.8693, -1.8340], [0.5970, -1.9547, -2.7209], [-0.7407, -2.6337, 0.7528], [0.3860, -1.5146, 1.5400], [-0.9120, -0.8963, 0.5172], [1.9697, -3.4492, -1.2891], [1.4544, -3.6131, 0.3945], [-3.2530, 0.1037, 1.5524]],
  "atomic_forces_ev_per_a": [[0.02, 0.00, 0.24], [0.02, 0.06, -0.32], [0.08, 0.10, -0.33], [-0.12, -0.14, 0.16], [-0.01, -0.02, 0.12], [0.09, 0.09, 0.10], [-0.27, -0.19, -0.11], [-0.12, 0.10, -0.55], [0.57, 0.38, 0.00], [-0.09, -0.13, 0.24], [-0.40, 0.22, 0.25], [0.23, -0.24, 0.23], [0.14, 0.09, -0.34], [0.15, 0.03, -0.07], [-0.09, 0.11, -0.32], [-0.01, -0.16, 0.24], [0.09, -0.06, -0.08], [-0.17, 0.11, -0.07], [0.08, -0.01, 0.01], [-0.10, 0.05, -0.01], [-0.05, 0.21, 0.00], [0.14, -0.29, 0.15], [0.20, 0.38, -0.11], [-0.64, -0.68, 0.06], [0.30, 0.21, 0.27], [0.31, 0.21, -0.26], [0.04, 0.13, -0.17], [-0.15, -0.14, 0.34], [0.07, 0.06, 0.02], [-0.03, 0.03, -0.01], [0.03, -0.03, -0.01], [-0.10, -0.08, -0.06], [-0.02, 0.00, -0.09], [0.08, 0.07, -0.08], [0.02, -0.07, 0.32], [0.09, -0.12, 0.07], [-0.13, -0.05, -0.21], [-0.16, -0.14, 0.08], [-0.01, 0.15, 0.12], [0.10, 0.10, 0.01], [0.11, 0.00, 0.04], [0.03, -0.12, 0.04], [-0.12, 0.06, -0.02], [-0.08, -0.11, 0.00], [0.06, -0.04, -0.09], [-0.06, -0.11, 0.02], [0.05, -0.01, 0.13], [-0.07, 0.06, 0.01], [-0.03, -0.02, 0.00], [-0.04, -0.02, 0.00], [0.00, -0.01, 0.04]],
  "lowdin_charge": [-0.0807, -0.0789, -0.2672, -0.0149, -0.0808, -0.0456, -0.2285, 0.1506, -0.4365, 0.0788, -0.0320, 0.0567, -0.4544, 0.0937, -0.0762, -0.0097, -0.1763, -0.0045, -0.0863, -0.0361, -0.1454, -0.1423, 0.0047, -0.5024, 0.0034, 0.0103, -0.0428, 0.0391, 0.0928, 0.0963, 0.0986, 0.1141, 0.1058, 0.1137, 0.1085, 0.1415, 0.1407, 0.1517, 0.1493, 0.1186, 0.1008, 0.1114, 0.0720, 0.0940, 0.0902, 0.0956, 0.1041, 0.0546, 0.1287, 0.1274, 0.0935]
}

***

{
  "formula": "C5H20FN10O5",
  "method": "the ωB97M-V functional and the def2-TZVPD basis",
  "charge": -1,
  "gap_ev": 9.751,
  "lumo_energy_ha": 0.099,
  "homo_energy_ha": -0.2597,
  "relative_energy_ev": 0.272,
  "elements": ["F", "C", "O", "N", "N", "H", "H", "H", "H", "C", "O", "N", "N", "H", "H", "H", "H", "C", "O", "N", "N", "H", "H", "H", "H", "C", "O", "N", "N", "H", "H", "H", "H", "C", "O", "N", "N", "H", "H", "H", "H"],
  "positions_angstrom": [[25.4212, -5.5419, -26.1342], [27.5188, -7.1377, -28.7175], [28.4693, -7.3407, -29.4656], [27.6632, -6.7988, -27.4121], [26.1800, -7.3154, -29.0396], [26.8994, -6.6069, -26.7840], [28.5873, -6.9484, -27.0387], [26.0431, -7.4360, -30.0340], [25.5653, -6.6782, -28.5538], [28.4695, -6.2619, -23.6087], [28.9778, -6.5019, -22.5083], [27.2296, -6.5763, -23.9799], [29.1594, -5.4775, -24.5138], [26.8138, -6.0265, -24.7188], [26.7031, -7.1853, -23.3809], [30.1439, -5.3711, -24.3601], [28.7882, -5.2065, -25.4067], [22.2311, -7.4804, -25.0952], [21.1699, -8.0366, -24.8043], [22.3475, -6.1227, -25.0455], [23.3800, -8.0737, -25.4841], [23.2120, -5.7251, -25.3871], [21.5988, -5.5046, -24.8047], [23.3984, -9.0386, -25.7608], [24.1892, -7.5387, -25.7789], [24.9135, -3.3527, -23.1061], [24.8957, -2.3077, -22.4532], [24.0688, -4.4228, -22.9735], [25.6450, -3.4953, -24.2392], [23.1178, -4.3695, -22.6470], [24.0928, -5.0709, -23.7376], [26.4020, -2.8600, -24.4362], [25.5450, -4.2476, -24.9136], [25.0162, -2.7621, -28.5924], [24.7229, -1.6379, -29.0067], [26.1709, -3.4365, -28.8460], [24.1733, -3.4602, -27.7825], [26.3861, -4.3097, -28.4019], [26.8747, -3.0334, -29.4360], [23.3571, -2.9826, -27.4530], [24.6121, -4.2446, -27.3218]],
  "atomic_forces_ev_per_a": [[-0.11, -0.29, -0.01], [0.04, -0.46, 0.29], [-0.70, -0.04, 0.12], [1.18, 0.19, 0.24], [0.47, 0.08, -0.70], [-0.45, 0.05, 0.01], [-0.13, 0.17, 0.03], [-0.22, 0.28, 0.16], [-0.32, -0.15, -0.10], [1.51, 1.27, 1.53], [-0.31, -0.63, -0.93], [-0.43, -0.43, -0.51], [0.04, -0.08, -0.23], [-0.68, -0.39, -0.02], [-0.22, 0.32, 0.01], [-0.04, 0.10, 0.14], [-0.05, -0.15, -0.05], [-1.78, 0.42, 0.32], [0.97, -0.18, -0.28], [1.03, 0.56, -0.15], [1.07, -0.77, -0.37], [-0.14, 0.20, -0.16], [-0.27, -0.33, 0.01], [-0.38, -0.01, 0.22], [-0.26, 0.24, 0.08], [-0.89, 1.81, -1.11], [0.12, -1.23, 0.27], [-0.64, -1.08, 0.45], [1.38, 0.27, -0.43], [0.30, 0.69, 0.54], [0.29, -0.23, -0.03], [-0.27, 0.15, 0.35], [-0.18, -0.24, 0.04], [-1.05, 1.10, 0.39], [0.69, -0.70, -0.27], [0.60, 0.09, -0.51], [0.51, -0.36, -0.55], [-0.04, -0.06, 0.15], [-0.14, 0.16, 0.03], [0.09, -0.05, 0.21], [-0.59, -0.29, 0.80]],
  "lowdin_charge": [-0.5176, -0.6888, 0.0065, 0.1431, 0.1394, 0.0290, 0.0952, 0.0960, 0.0696, -0.6883, -0.0080, 0.1703, 0.1398, 0.0376, 0.1130, 0.0927, 0.0721, -0.6858, -0.0052, 0.1415, 0.1581, 0.0532, 0.1025, 0.1020, 0.0718, -0.6720, -0.0051, 0.1425, 0.1450, 0.0940, 0.0375, 0.1040, 0.0191, -0.6895, -0.0128, 0.1580, 0.1469, 0.0628, 0.0998, 0.0996, 0.0307]
}

***

{
  "formula": "C4H10O2",
  "method": "the ωB97M-V functional and the def2-TZVPD basis",
  "gap_ev": 10.196,
  "lumo_energy_ha": 0.032,
  "homo_energy_ha": -0.3426,
  "relative_energy_ev": 1.554,
  "elements": ["C", "O", "C", "C", "C", "O", "H", "H", "H", "H", "H", "H", "H", "H", "H", "H"],
  "positions_angstrom": [[1.4998, 1.1811, 0.0254], [1.1636, -0.1901, 0.1705], [0.0394, -0.5150, -0.6196], [-0.2942, -1.9938, -0.3644], [-1.1474, 0.4070, -0.2377], [-1.1345, 1.7494, -0.7726], [2.0269, 1.4871, 0.9277], [2.1130, 1.3437, -0.8717], [0.6095, 1.7976, -0.1062], [0.2918, -0.4064, -1.6891], [0.5490, -2.6403, -0.6398], [-1.1570, -2.3083, -0.9616], [-0.5214, -2.1903, 0.6905], [-2.0756, -0.0353, -0.5930], [-1.1356, 0.4179, 0.8623], [-1.3758, 2.3752, -0.0739]],
  "atomic_forces_ev_per_a": [[0.32, 0.25, 0.04], [-0.04, 0.05, -0.03], [-0.31, 0.07, -0.12], [-0.07, 0.12, -0.01], [-0.25, -0.32, 0.08], [-0.28, -0.21, 0.01], [0.21, -0.04, -0.12], [0.15, -0.08, 0.17], [0.65, -0.10, 0.25], [-0.12, 0.19, 0.12], [-0.12, 0.32, 0.05], [0.11, 0.12, 0.06], [0.04, 0.20, -0.14], [-0.09, -0.29, 0.12], [-0.19, 0.08, -0.20], [-0.01, -0.37, -0.25]],
  "lowdin_charge": [-0.0948, -0.1619, -0.4003, -0.0404, -0.1883, -0.1046, 0.0910, 0.0961, 0.0550, 0.1524, 0.0834, 0.0793, 0.0850, 0.1153, 0.1374, 0.0955]
}

***

{
  "formula": "C43H46N5O2Ti",
  "method": "the ωB97M-V functional and the def2-TZVPD basis",
  "charge": 2,
  "gap_ev": [7.273, 7.411],
  "lumo_energy_ha": [-0.242, -0.237],
  "homo_energy_ha": [-0.5090, -0.5092],
  "spin_multiplicity": 2,
  "elements": ["Ti", "O", "N", "O", "C", "C", "C", "C", "C", "C", "N", "C", "C", "N", "C", "C", "C", "C", "H", "H", "H", "H", "H", "H", "H", "C", "C", "C", "C", "C", "C", "C", "C", "C", "C", "C", "C", "N", "C", "C", "C", "C", "C", "C", "C", "N", "C", "C", "C", "C", "C", "C", "C", "C", "C", "C", "C", "C", "H", "H", "H", "H", "H", "H", "H", "H", "H", "H", "H", "H", "H", "H", "H", "H", "H", "H", "H", "H", "H", "H", "H", "H", "H", "H", "H", "H", "H", "H", "H", "H", "H", "H", "H", "H", "H", "H", "H"],
  "positions_angstrom": [[-0.3098, -0.3711, -0.0231], [5.8977, -3.2097, 1.4015], [5.0709, -4.0819, 1.5786], [5.2742, -5.1727, 2.0492], [3.6667, -3.7208, 1.2883], [2.7149, -4.3132, 2.0304], [1.3410, -3.9616, 1.8460], [0.2827, -4.6438, 2.4731], [-1.0063, -4.2998, 2.1590], [-1.2358, -3.2282, 1.2922], [-0.2584, -2.5237, 0.7393], [1.0192, -2.9246, 0.9679], [2.0465, -2.3152, 0.1680], [1.6369, -1.3880, -0.7423], [2.5080, -1.0029, -1.6619], [3.8268, -1.4596, -1.6999], [4.2773, -2.2994, -0.7185], [3.3687, -2.7576, 0.2624], [2.9926, -5.0686, 2.7539], [0.4940, -5.4522, 3.1617], [-1.8483, -4.8346, 2.5748], [-2.2444, -2.9406, 1.0400], [2.1623, -0.2988, -2.4031], [4.4805, -1.1254, -2.4924], [5.3053, -2.6277, -0.7061], [1.8042, 2.3895, 2.2637], [2.3819, 1.2098, 1.4785], [3.4989, 0.5426, 2.2793], [2.7848, 1.6100, 0.0726], [4.1137, 1.8298, -0.2544], [4.4734, 2.2241, -1.5357], [3.5040, 2.3939, -2.5049], [2.1530, 2.1875, -2.2262], [1.1392, 2.3820, -3.3462], [1.0774, 3.8494, -3.7817], [1.4484, 1.4855, -4.5512], [1.8144, 1.7994, -0.9229], [0.4187, 1.5978, -0.5876], [-0.2820, 2.6827, -0.6913], [-1.6899, 2.8448, -0.5255], [-2.2350, 4.1141, -0.7795], [-3.5848, 4.3407, -0.6560], [-4.4113, 3.2873, -0.2629], [-3.8951, 2.0337, 0.0058], [-2.5258, 1.7908, -0.1230], [-1.9560, 0.5575, 0.1621], [-2.8228, -0.4741, 0.6661], [-2.9614, -0.6543, 2.0560], [-3.8856, -1.5986, 2.4892], [-4.6221, -2.3535, 1.5871], [-4.4448, -2.1891, 0.2214], [-3.5594, -1.2329, -0.2654], [-3.3744, -1.0189, -1.7577], [-4.6547, -1.2541, -2.5569], [-2.2311, -1.8986, -2.2795], [-2.1508, 0.0953, 3.1046], [-2.2717, 1.6212, 3.0770], [-0.6821, -0.3352, 3.1076], [1.5089, 2.0778, 3.2665], [0.9380, 2.8354, 1.7745], [2.5662, 3.1631, 2.3680], [1.5896, 0.4461, 1.3779], [4.2543, 1.2715, 2.5747], [3.9952, -0.2489, 1.7164], [3.0929, 0.1137, 3.1969], [4.8824, 1.7037, 0.4954], [5.5134, 2.4068, -1.7716], [3.7964, 2.7039, -3.5000], [0.1474, 2.0992, -2.9883], [2.0345, 4.1737, -4.1918], [0.8372, 4.5127, -2.9487], [0.3208, 3.9840, -4.5547], [2.4203, 1.7208, -4.9852], [0.6974, 1.6324, -5.3275], [1.4450, 0.4255, -4.2867], [0.2607, 3.5915, -0.9519], [-1.5719, 4.9163, -1.0808], [-3.9992, 5.3180, -0.8570], [-5.4758, 3.4511, -0.1586], [-4.5563, 1.2407, 0.3282], [-4.0334, -1.7450, 3.5521], [-5.3387, -3.0776, 1.9527], [-5.0263, -2.7862, -0.4679], [-3.0846, 0.0206, -1.9166], [-4.9695, -2.2978, -2.5358], [-4.4927, -0.9872, -3.6010], [-5.4717, -0.6416, -2.1750], [-2.4521, -2.9579, -2.1357], [-1.2816, -1.7048, -1.7524], [-2.0613, -1.7260, -3.3420], [-2.5587, -0.2326, 4.0636], [-1.6893, 2.0668, 2.2704], [-1.8967, 2.0273, 4.0169], [-3.3091, 1.9366, 2.9686], [-0.1780, -0.0657, 2.1609], [-0.5609, -1.4064, 3.2660], [-0.1267, 0.1999, 3.8782]],
  "atomic_forces_ev_per_a": [[-0.49, -0.34, 0.15], [0.03, -0.03, -0.15], [-0.04, 0.13, 0.38], [0.03, -0.08, -0.13], [-0.04, -0.04, -0.10], [0.02, -0.06, 0.04], [0.00, 0.07, -0.07], [-0.02, -0.01, -0.01], [0.02, -0.06, 0.03], [0.01, 0.04, -0.05], [0.13, 0.20, 0.00], [-0.02, -0.03, 0.01], [0.04, 0.01, 0.02], [-0.10, 0.14, -0.04], [-0.06, 0.00, -0.01], [0.03, -0.01, -0.02], [-0.01, 0.00, 0.02], [0.02, 0.04, -0.07], [0.00, 0.00, -0.01], [0.01, 0.00, 0.00], [-0.01, 0.01, 0.00], [0.00, 0.01, 0.01], [-0.01, -0.01, 0.02], [-0.01, 0.01, 0.00], [0.00, -0.01, 0.01], [0.00, -0.02, -0.02], [0.04, -0.06, 0.01], [-0.04, 0.01, -0.02], [-0.11, -0.01, 0.03], [0.03, 0.01, -0.04], [0.02, 0.00, 0.02], [-0.02, -0.01, 0.00], [-0.04, 0.04, 0.02], [0.02, -0.03, -0.05], [0.00, -0.02, 0.01], [-0.01, 0.04, 0.04], [0.15, 0.11, 0.00], [0.03, -0.19, 0.07], [0.07, 0.02, 0.00], [-0.04, -0.04, -0.01], [0.03, 0.01, -0.01], [-0.03, -0.02, 0.01], [0.04, 0.03, -0.02], [-0.02, -0.06, 0.03], [-0.07, 0.07, -0.01], [0.40, -0.04, -0.16], [0.03, -0.06, -0.04], [0.01, 0.05, -0.02], [-0.03, -0.04, 0.01], [0.01, 0.00, 0.02], [-0.04, 0.07, 0.00], [0.05, -0.03, 0.02], [0.00, -0.01, 0.01], [0.05, -0.04, -0.03], [-0.19, 0.09, -0.03], [0.03, 0.03, -0.01], [-0.01, -0.02, 0.01], [-0.13, 0.01, 0.01], [0.00, 0.00, 0.01], [0.00, 0.00, 0.00], [0.00, 0.01, 0.00], [-0.04, -0.01, 0.00], [0.01, -0.01, 0.01], [0.01, -0.02, -0.01], [0.01, 0.01, 0.00], [0.00, 0.00, 0.00], [0.00, -0.01, 0.00], [0.00, 0.00, 0.00], [0.01, -0.01, -0.01], [0.00, 0.01, 0.00], [0.01, 0.02, -0.01], [0.00, 0.00, 0.00], [0.00, -0.01, -0.01], [0.00, 0.00, -0.01], [0.00, 0.00, -0.02], [-0.01, -0.01, 0.02], [0.00, 0.00, 0.00], [0.00, 0.00, 0.00], [0.00, 0.00, 0.00], [0.00, 0.00, 0.00], [0.00, 0.01, 0.00], [0.00, 0.00, 0.00], [0.00, 0.01, 0.03], [-0.03, 0.03, 0.03], [0.01, -0.01, -0.02], [0.00, 0.01, 0.00], [0.00, -0.02, 0.00], [0.05, -0.01, 0.03], [0.09, -0.04, -0.06], [0.05, 0.01, 0.01], [0.02, -0.01, 0.01], [0.00, 0.00, 0.01], [0.00, 0.00, 0.00], [0.01, 0.01, -0.01], [0.02, 0.12, 0.12], [0.02, 0.01, -0.01], [0.02, -0.01, 0.00]],
  "mulliken_spin": [0.8866, -0.0001, 0.0001, -0.0001, -0.0012, 0.0020, -0.0044, 0.0060, -0.0050, 0.0226, 0.0241, -0.0137, 0.0054, 0.0072, 0.0099, 0.0018, -0.0002, -0.0016, 0.0000, 0.0000, 0.0001, -0.0012, 0.0034, 0.0000, 0.0000, 0.0065, 0.0118, 0.0013, 0.0021, 0.0025, -0.0012, -0.0019, 0.0018, 0.0110, 0.0003, -0.0003, -0.0197, -0.0459, 0.0748, -0.0178, 0.0140, -0.0124, 0.0124, -0.0145, 0.0380, -0.0286, -0.0331, 0.0197, 0.0010, -0.0036, 0.0008, 0.0069, -0.0078, 0.0008, 0.0012, -0.0195, 0.0080, 0.0035, -0.0003, -0.0036, 0.0007, 0.0225, -0.0004, 0.0001, 0.0002, -0.0002, 0.0000, 0.0000, 0.0010, 0.0000, 0.0004, -0.0002, 0.0000, -0.0003, 0.0010, -0.0008, 0.0008, -0.0004, 0.0003, 0.0006, 0.0002, 0.0000, 0.0000, 0.0013, 0.0000, 0.0000, -0.0001, 0.0019, 0.0088, 0.0008, -0.0004, -0.0040, 0.0001, 0.0002, 0.0136, 0.0032, -0.0011]
}

***

Number 1: electronic energy -35925.796 eV, strongest force on any atom 0.94 eV/A. Number 2: electronic energy -33374.243 eV, strongest force on any atom 2.50 eV/A. Number 3: electronic energy -8403.993 eV, strongest force on any atom 0.70 eV/A. Number 4: electronic energy -79985.859 eV, strongest force on any atom 0.61 eV/A.